Record 1
Here is an isolated molecule of C17H26N2O2S in a non-equilibrium geometry from the OMol25 dataset. Energies are from ωB97M-V/def2-TZVPD.

Output
- SMILES: CCCN(CC(=O)Nc1c(C)cccc1CC)C(=O)SCC
- Orbital gap: 0.3384 Ha
- Max |F|: 1.0 eV Å⁻¹
- Net charge: 0
- HOMO: -8.63 eV
- 2S+1: 1

Geometry as XYZ:
```
48
C17H26N2O2S | the OMol25 dataset | ωB97M-V/def2-TZVPD
S -2.215 2.025 1.578
O -2.548 0.006 -0.067
O 0.018 -1.181 -2.804
N 0.668 -0.417 -0.760
N -1.178 1.633 -0.843
C 2.296 -3.016 1.285
C 1.849 2.752 -0.993
C -0.679 2.989 -0.737
C 3.501 -2.794 -0.764
C 2.896 -1.111 -2.498
C -0.958 0.860 -2.049
C 3.332 -3.411 0.460
C 0.263 -1.677 1.805
C -0.047 -0.373 -1.906
C 1.405 -2.028 0.891
C -4.848 1.283 1.986
C 1.570 -1.434 -0.365
C 0.694 3.105 -0.064
C 2.641 -1.790 -1.190
C -2.009 1.078 0.063
C -3.431 0.954 2.410
C -1.011 -2.417 1.393
H 2.146 -1.411 -3.230
H -1.915 0.484 -2.428
H -0.631 3.414 -1.743
H -0.816 -3.484 1.321
H 0.711 2.471 0.824
H 2.839 -0.028 -2.392
H 1.861 3.419 -1.852
H 0.529 -1.967 2.824
H -5.548 0.656 2.533
H 4.322 -3.086 -1.402
H -1.796 -2.257 2.130
H 1.771 1.729 -1.349
H -1.405 3.568 -0.159
H -3.277 1.118 3.475
H 0.812 4.136 0.273
H 3.881 -1.374 -2.876
H 0.072 -0.600 1.816
H 0.370 0.203 -0.020
H 2.796 2.857 -0.469
H -4.973 1.094 0.922
H -3.166 -0.068 2.140
H -5.080 2.327 2.189
H -1.372 -2.066 0.430
H -0.518 1.503 -2.814
H 4.011 -4.189 0.776
H 2.167 -3.485 2.250
```

Löwdin population analysis, charges in e, atoms 1 to 6: 0.98 0.02 0.08 0.15 -0.12 -0.05

***

Record 2
Here is an isolated molecule of C17H26N2O4S from the OMol25 dataset. Energies are from ωB97M-V/def2-TZVPD.

Output
- SMILES: CCCNS(=O)(=O)c1ccc(CCC(=O)NC[C@H]2CCCO2)cc1
- Orbital gap: 0.3667 Ha
- Max |F|: 0.9 eV Å⁻¹
- Net charge: 0
- HOMO: -9.40 eV
- 2S+1: 1

Geometry as XYZ:
```
50
C17H26N2O4S | the OMol25 dataset | ωB97M-V/def2-TZVPD
S -4.275 -0.651 0.428
O 2.596 -1.230 -0.812
O -4.371 -0.978 1.818
O -5.460 -0.357 -0.320
O 2.169 3.061 1.196
N 1.373 1.248 0.121
N -3.566 -1.945 -0.334
C 0.933 3.428 -0.830
C -3.024 1.306 -1.021
C 1.574 2.579 0.255
C -1.091 -1.935 0.099
C 2.922 -2.596 -0.624
C 2.005 0.287 0.990
C -1.394 2.840 -0.127
C -3.142 0.725 0.226
C -2.147 2.362 -1.195
C 3.896 -1.424 1.174
C 3.132 -0.456 0.261
C -1.531 2.241 1.121
C -2.453 -2.612 0.294
C -0.718 -1.765 -1.370
C 4.173 -2.608 0.250
C -2.407 1.183 1.300
C -0.422 3.964 -0.333
H -0.815 4.666 -1.070
H -0.342 -2.557 0.594
H 3.069 -3.043 -1.609
H 0.318 -1.445 -1.461
H 2.417 0.843 1.836
H 4.800 -0.975 1.576
H 0.796 2.853 -1.747
H 5.057 -2.416 -0.359
H 3.256 -1.732 2.002
H -3.500 -1.828 -1.331
H 3.808 0.289 -0.182
H 4.301 -3.547 0.782
H -2.053 2.829 -2.165
H -1.097 -0.959 0.589
H -2.705 -2.647 1.356
H -2.414 -3.636 -0.091
H 2.094 -3.113 -0.119
H -0.951 2.609 1.954
H -2.542 0.710 2.260
H -1.351 -1.019 -1.847
H 0.958 0.878 -0.719
H -3.638 0.942 -1.831
H 1.593 4.272 -1.030
H -0.830 -2.708 -1.902
H -0.258 4.497 0.604
H 1.259 -0.431 1.343
```

Löwdin population analysis, charges in e, atoms 1 to 6: 0.64 -0.13 -0.28 -0.28 0.06 0.08

***

Record 3
Here is an isolated molecule of C17H26N2O4S2 from the OMol25 dataset. Energies are from ωB97M-V/def2-TZVPD.

Output
- SMILES: COc1ccc(S(=O)(=O)NC[C@@H]2CCCN(C(=O)CCSC)C2)cc1
- Orbital gap: 0.3383 Ha
- Max |F|: 0.9 eV Å⁻¹
- Net charge: 0
- HOMO: -8.67 eV
- 2S+1: 1

Geometry as XYZ:
```
51
C17H26N2O4S2 | the OMol25 dataset | ωB97M-V/def2-TZVPD
S -0.996 -0.299 0.895
S 1.927 2.328 -1.194
O -6.696 0.686 -0.238
O -0.821 -1.545 1.580
O -0.429 0.890 1.483
O 5.298 0.870 0.934
N 3.585 -0.571 0.796
N -0.441 -0.469 -0.675
C -2.726 -0.016 0.594
C -3.204 1.273 0.431
C -4.538 1.473 0.155
C 4.096 0.664 0.986
C 3.135 2.782 0.092
C -5.407 0.381 0.037
C 3.164 1.832 1.288
C -7.635 -0.359 -0.361
C 4.253 -2.087 -1.005
C -4.912 -0.912 0.205
C 0.410 -1.598 -0.991
C 0.449 3.155 -0.532
C 4.481 -1.656 0.444
C 1.898 -1.292 -0.804
C 2.200 -0.943 0.660
C 2.788 -2.462 -1.224
C -3.570 -1.102 0.482
H 4.110 2.791 -0.396
H 0.155 2.684 0.402
H 4.518 -1.259 -1.665
H -7.379 -1.032 -1.184
H 2.148 -0.421 -1.420
H 4.291 -2.497 1.120
H -4.943 2.463 0.027
H 3.623 2.367 2.124
H 0.100 -2.406 -0.326
H -7.721 -0.931 0.567
H -5.560 -1.770 0.126
H 2.882 3.797 0.399
H 0.216 -1.892 -2.027
H -3.165 -2.090 0.627
H 2.538 -3.341 -0.625
H 2.007 -1.821 1.289
H -0.335 3.042 -1.275
H 4.901 -2.932 -1.239
H 5.503 -1.302 0.585
H -2.523 2.102 0.540
H 1.543 -0.150 1.001
H 0.669 4.210 -0.388
H -8.586 0.126 -0.575
H 2.617 -2.708 -2.274
H -0.073 0.402 -1.031
H 2.157 1.544 1.582
```

Löwdin population analysis, charges in e, atoms 1 to 6: 0.66 0.82 -0.07 -0.27 -0.31 0.04

***

Record 4
Here is an isolated molecule of C17H26N2O4S2 in a non-equilibrium geometry from the OMol25 dataset. Energies are from ωB97M-V/def2-TZVPD.

Output
- SMILES: O=C(Cc1ccc(S(=O)(=O)N2CCOCC2)s1)NCC1CCCCC1
- Orbital gap: 0.3503 Ha
- Max |F|: 1.0 eV Å⁻¹
- Net charge: 0
- HOMO: -9.29 eV
- 2S+1: 1

Geometry as XYZ:
```
51
C17H26N2O4S2 | the OMol25 dataset | ωB97M-V/def2-TZVPD
S 2.302 -0.317 -1.601
S 0.470 -1.661 0.299
O -3.118 -2.059 2.069
O 1.480 0.820 -1.890
O 3.273 -0.730 -2.570
O 4.584 0.373 2.145
N 2.963 -0.096 -0.083
N -2.968 -1.635 -0.149
C 3.549 1.269 1.807
C -2.306 3.143 -1.183
C 4.275 -0.941 1.750
C -2.641 0.783 -0.423
C -0.552 -2.994 -0.159
C -0.757 2.141 0.511
C -1.808 1.080 0.823
C 0.732 -2.643 -2.058
C -0.283 -3.401 -1.434
C -3.341 2.063 -0.877
C -2.654 -2.300 0.980
C -1.437 3.423 0.040
C 4.027 -1.022 0.241
C -1.642 -3.443 0.746
C -3.641 -0.355 -0.166
C 1.224 -1.673 -1.243
C 3.294 1.263 0.299
H -0.796 -4.214 -1.917
H 4.194 1.609 -0.229
H -2.810 4.059 -1.500
H -1.329 0.169 1.184
H 2.450 1.897 0.033
H -2.479 -1.883 -0.997
H 3.878 2.254 2.140
H -3.942 1.866 -1.769
H -4.405 -0.372 -0.950
H -0.090 1.774 -0.274
H 3.376 -1.290 2.279
H -2.059 3.821 0.845
H 4.944 -0.769 -0.309
H 5.131 -1.555 2.034
H -1.667 2.808 -2.002
H -1.963 0.465 -1.225
H -0.156 2.342 1.401
H 3.708 -2.025 -0.049
H -4.014 2.408 -0.089
H 2.624 0.988 2.331
H -2.165 -4.297 0.311
H -2.468 1.440 1.617
H 1.086 -2.796 -3.061
H -4.127 -0.232 0.803
H -1.259 -3.731 1.726
H -0.685 4.175 -0.207
```

Löwdin population analysis, charges in e, atoms 1 to 6: 0.61 1.12 0.07 -0.29 -0.27 -0.12